Molecular formula: C5H12N4
Method: DFT, ωB97M-V/def2-TZVPD

Positions of all 21 atoms, in Å:
C 2.11 0.44 -0.35
C -1.80 -0.14 0.82
C -1.80 -1.17 -1.29
N -1.48 -0.04 -0.44
C 0.99 -0.50 -0.59
C 1.06 1.01 0.58
N 0.44 2.18 0.26
N 0.95 -1.73 -0.80
N 0.80 0.51 1.83
H -0.48 2.34 0.65
H 0.86 2.84 -0.38
H 1.86 -2.14 -1.08
H 1.37 -0.31 2.03
H 3.02 0.05 0.12
H 2.31 1.10 -1.19
H -2.22 -1.06 1.24
H -0.25 0.19 1.84
H -1.16 -1.15 -2.17
H -1.68 -2.14 -0.81
H -2.84 -1.05 -1.61
H -2.08 0.78 1.33

ΔE to the lowest compared entry with this formula, charge and spin	122.9	kcal/mol
LUMO level	0.033	hartree
HOMO energy	-6.6	eV
orbital gap	7.45	eV
molecular weight	128.179	g/mol